Record 1
14 unconnected molecules or ions with the total composition C44H100N12O16 in a non-equilibrium geometry. Source: the Open Molecules 2025 dataset; level of theory: ωB97M-V with the def2-TZVPD basis set.

Atoms and positions in Å:
C -1.518 -4.894 -8.668
O -1.170 -6.087 -8.798
N -2.783 -4.514 -8.366
C -3.089 -3.115 -8.646
C -3.841 -5.530 -8.191
H -0.836 -4.077 -8.946
H -3.508 -2.654 -7.752
H -3.869 -3.073 -9.407
H -2.245 -2.466 -8.877
H -4.035 -5.663 -7.126
H -4.752 -5.155 -8.655
H -3.732 -6.524 -8.626
C 6.079 -4.823 0.396
O 5.899 -3.774 1.018
N 6.924 -4.935 -0.648
C 6.871 -6.108 -1.500
C 7.681 -3.769 -1.139
H 5.522 -5.737 0.657
H 7.825 -6.351 -1.968
H 6.138 -5.965 -2.294
H 6.292 -6.871 -0.981
H 8.003 -3.287 -0.216
H 8.611 -3.989 -1.663
H 7.108 -3.134 -1.816
C -8.220 -3.437 7.651
O -7.728 -2.586 8.426
N -8.230 -4.736 7.860
C -8.749 -5.707 6.907
C -7.577 -5.387 9.015
H -8.611 -3.097 6.680
H -8.608 -5.396 5.871
H -9.829 -5.846 6.957
H -8.338 -6.715 6.963
H -6.628 -5.861 8.765
H -7.299 -4.632 9.750
H -8.230 -6.107 9.510
C 3.501 -12.065 3.525
O 3.838 -11.883 2.360
N 3.905 -13.018 4.337
C 3.221 -13.181 5.602
C 4.716 -14.145 3.828
H 2.724 -11.428 3.975
H 2.530 -12.395 5.906
H 3.972 -13.180 6.392
H 2.649 -14.105 5.686
H 5.406 -14.417 4.626
H 4.041 -14.977 3.631
H 5.295 -13.929 2.930
C -0.134 -16.272 -0.719
O -1.195 -16.465 -0.009
N 0.514 -17.358 -1.236
C 1.661 -17.231 -2.168
C 0.148 -18.758 -0.967
H 0.281 -15.280 -0.959
H 2.480 -17.454 -1.483
H 1.800 -16.270 -2.663
H 1.747 -18.058 -2.872
H 0.965 -19.283 -0.473
H -0.822 -18.929 -0.501
H -0.096 -19.138 -1.959
C -0.251 -12.824 -8.189
O -0.257 -13.256 -7.060
N 0.301 -13.530 -9.186
C 0.537 -12.959 -10.462
C 0.991 -14.844 -8.860
H -0.592 -11.791 -8.361
H 0.451 -13.684 -11.271
H 1.576 -12.647 -10.572
H -0.193 -12.182 -10.691
H 2.029 -14.565 -8.680
H 0.586 -15.346 -7.982
H 0.955 -15.498 -9.731
C -11.134 -1.553 -0.527
O -10.469 -2.374 0.121
N -10.597 -0.657 -1.408
C -11.450 0.327 -2.130
C -9.171 -0.555 -1.645
H -12.232 -1.506 -0.454
H -11.178 0.496 -3.171
H -11.415 1.352 -1.762
H -12.449 -0.107 -2.091
H -8.648 -1.301 -1.045
H -8.904 -0.619 -2.700
H -8.772 0.418 -1.358
C -9.396 -9.975 1.091
O -9.448 -10.751 2.080
N -8.523 -10.117 0.074
C -8.519 -9.241 -1.077
C -7.563 -11.218 0.088
H -9.995 -9.061 0.957
H -9.371 -9.430 -1.729
H -7.641 -9.518 -1.660
H -8.490 -8.162 -0.927
H -7.637 -11.693 -0.890
H -6.520 -10.928 0.213
H -7.786 -11.992 0.822
C -3.712 4.227 4.630
O -3.726 5.039 5.483
N -4.742 3.430 4.367
C -4.667 2.307 3.362
C -5.983 3.512 5.089
H -2.779 4.004 4.089
H -5.316 2.565 2.525
H -4.756 1.320 3.814
H -3.699 2.284 2.861
H -6.021 4.386 5.739
H -6.727 3.610 4.299
H -6.129 2.632 5.715
C 8.297 -9.607 -6.696
O 9.257 -10.207 -6.254
N 7.047 -9.960 -6.325
C 5.911 -9.234 -7.059
C 6.684 -10.938 -5.302
H 8.301 -8.763 -7.403
H 5.397 -8.482 -6.460
H 5.223 -9.992 -7.434
H 6.242 -8.737 -7.971
H 6.039 -11.733 -5.678
H 7.595 -11.415 -4.942
H 6.310 -10.387 -4.440
C -2.765 -13.460 7.495
O -1.976 -13.535 8.398
N -3.258 -12.391 6.924
C -4.077 -12.482 5.714
C -2.829 -11.042 7.325
H -3.175 -14.404 7.103
H -5.115 -12.298 5.991
H -4.064 -13.427 5.170
H -3.813 -11.640 5.075
H -1.977 -11.076 8.004
H -2.383 -10.553 6.458
H -3.607 -10.425 7.773
C -0.124 0.665 -1.918
O -1.349 0.624 -1.827
N 0.735 -0.093 -1.249
C 2.195 0.134 -1.276
C 0.337 -1.204 -0.412
H 0.457 1.451 -2.426
H 2.685 -0.558 -1.961
H 2.606 0.087 -0.267
H 2.400 1.130 -1.670
H 0.536 -0.934 0.625
H -0.711 -1.490 -0.506
H 0.908 -2.111 -0.610
O -1.732 -7.677 0.993
C -2.474 -7.037 0.260
O -2.580 -7.094 -1.098
C -1.838 -8.008 -1.842
C -0.486 -7.507 -2.197
C -3.523 -6.117 0.754
H -2.294 -8.078 -2.829
H -1.907 -8.988 -1.370
H -0.487 -6.551 -2.721
H 0.047 -8.268 -2.768
H 0.082 -7.406 -1.272
H -4.156 -6.788 1.335
H -4.147 -5.559 0.056
H -3.177 -5.318 1.409
O 3.683 -6.249 10.195
C 3.365 -7.292 9.622
O 2.592 -7.351 8.507
C 2.223 -6.179 7.766
C 1.050 -5.491 8.489
C 3.719 -8.722 10.107
H 1.933 -6.488 6.762
H 3.102 -5.557 7.595
H 0.634 -4.626 7.972
H 1.350 -5.169 9.486
H 0.224 -6.200 8.427
H 2.886 -9.424 10.144
H 4.104 -8.693 11.127
H 4.593 -9.039 9.538

Total charge ... 0

Record 2
11 unconnected molecules or ions with the total composition C44H101Cl3I2N2O17P in a non-equilibrium geometry. Source: the Open Molecules 2025 dataset; level of theory: ωB97M-V with the def2-TZVPD basis set.

Atoms and positions in Å:
C -1.105 5.420 5.330
C -0.389 4.086 5.539
O -0.864 3.167 4.572
C -0.040 2.042 4.499
C -0.200 1.073 3.285
Cl -0.476 -0.551 4.124
C -1.457 1.194 2.251
C -2.305 -0.096 2.070
C -3.345 -0.587 3.042
O -3.407 -0.500 4.214
I -4.908 -1.720 2.018
N -2.289 2.371 2.443
C -3.377 2.351 3.419
C -2.879 2.829 1.184
C -2.476 4.177 0.679
O -3.755 2.204 0.649
O -0.967 1.508 0.959
C 0.017 0.772 0.222
C 0.563 1.829 -0.779
C 2.015 1.916 -1.247
C 2.737 0.642 -1.662
O 4.073 0.676 -1.139
C 4.906 -0.320 -1.569
C 4.360 -1.712 -1.727
O 6.061 -0.065 -1.749
C -0.806 -0.211 -0.671
C -0.253 -0.752 -1.999
C -1.408 -0.562 -3.017
C 0.039 -2.261 -2.069
C 1.057 0.172 1.194
I 1.075 -1.983 1.287
N 1.166 0.881 2.574
C 2.192 0.147 3.409
Cl 3.768 0.154 2.519
C 2.472 0.516 4.869
C 3.700 -0.215 5.422
P 2.081 2.566 2.004
O 2.930 2.997 3.288
Cl 0.659 4.011 2.134
H -1.881 5.271 4.584
H -0.419 6.155 4.924
H -1.581 5.776 6.236
H 0.691 4.235 5.437
H -0.572 3.709 6.548
H 0.981 2.423 4.479
H -0.097 1.495 5.437
H -2.838 0.094 1.143
H -1.709 -0.977 1.838
H -3.060 1.957 4.372
H -4.262 1.812 3.084
H -3.684 3.378 3.605
H -2.611 4.912 1.471
H -3.133 4.437 -0.143
H -1.452 4.185 0.324
H 0.339 2.802 -0.344
H -0.078 1.835 -1.652
H 2.666 2.447 -0.562
H 1.990 2.573 -2.113
H 2.219 -0.236 -1.278
H 2.776 0.531 -2.744
H 3.375 -1.740 -2.183
H 4.251 -2.151 -0.736
H 5.050 -2.294 -2.325
H -1.652 0.426 -0.922
H -1.249 -1.033 -0.115
H 0.580 -0.233 -2.456
H -1.591 0.507 -3.141
H -2.303 -1.029 -2.622
H -1.154 -0.991 -3.977
H 0.096 -2.491 -3.128
H 0.994 -2.555 -1.644
H -0.797 -2.821 -1.656
H 2.034 0.339 0.760
H 1.975 -0.908 3.444
H 2.593 1.569 5.077
H 1.642 0.172 5.473
H 4.614 0.342 5.251
H 3.763 -1.246 5.093
H 3.557 -0.257 6.496
H 3.877 3.124 3.079
C -1.215 6.037 -2.875
C 0.135 5.403 -2.614
O 0.140 4.010 -2.940
H -1.991 5.532 -2.297
H -1.211 7.094 -2.607
H -1.488 5.956 -3.929
H 0.398 5.467 -1.557
H 0.915 5.912 -3.189
H -0.076 3.926 -3.875
C 2.070 -2.913 -6.314
C 1.360 -1.574 -6.356
O 1.281 -0.974 -5.059
H 1.556 -3.594 -5.635
H 2.105 -3.368 -7.304
H 3.096 -2.799 -5.955
H 0.333 -1.692 -6.697
H 1.872 -0.893 -7.043
H 2.185 -0.851 -4.751
C -6.168 -1.266 -5.259
C -4.944 -2.153 -5.138
O -4.109 -1.768 -4.045
H -5.871 -0.225 -5.384
H -6.781 -1.560 -6.112
H -6.782 -1.329 -4.358
H -4.324 -2.077 -6.030
H -5.242 -3.200 -5.021
H -4.634 -1.841 -3.240
C 8.699 -3.101 -3.172
C 7.683 -3.921 -3.942
O 6.635 -3.105 -4.472
H 8.214 -2.563 -2.357
H 9.481 -3.739 -2.760
H 9.168 -2.357 -3.822
H 7.208 -4.650 -3.288
H 8.168 -4.465 -4.758
H 7.036 -2.459 -5.064
C -8.772 -4.052 4.402
C -8.904 -4.273 2.908
O -8.894 -3.039 2.183
H -9.582 -3.419 4.766
H -8.802 -5.000 4.941
H -7.828 -3.553 4.637
H -9.852 -4.753 2.672
H -8.095 -4.915 2.542
H -8.058 -2.598 2.364
C 6.622 3.011 -0.032
C 6.123 4.040 0.964
O 6.243 3.533 2.302
H 6.069 2.079 0.078
H 6.511 3.357 -1.060
H 7.677 2.793 0.144
H 5.063 4.252 0.815
H 6.670 4.983 0.882
H 7.175 3.348 2.450
C -4.100 5.103 -7.552
C -3.192 5.248 -6.346
O -2.876 6.611 -6.071
H -3.635 5.548 -8.432
H -4.310 4.053 -7.760
H -5.049 5.616 -7.384
H -2.239 4.749 -6.525
H -3.656 4.792 -5.464
H -3.702 7.075 -5.899
C 6.506 -9.061 -3.336
C 6.936 -7.708 -2.800
O 8.154 -7.260 -3.387
H 7.284 -9.803 -3.158
H 5.585 -9.398 -2.859
H 6.335 -9.012 -4.414
H 7.122 -7.763 -1.728
H 6.148 -6.965 -2.971
H 8.014 -7.192 -4.337
C -12.367 -1.494 1.208
C -12.051 -0.734 2.484
O -11.417 -1.562 3.451
H -13.010 -2.347 1.427
H -12.872 -0.853 0.483
H -11.451 -1.876 0.753
H -12.966 -0.367 2.948
H -11.413 0.129 2.262
H -10.596 -1.889 3.062
C 5.040 -3.808 9.039
C 4.637 -2.448 8.505
O 3.719 -2.550 7.412
H 5.492 -4.407 8.248
H 5.756 -3.711 9.855
H 4.169 -4.352 9.410
H 5.504 -1.914 8.120
H 4.191 -1.843 9.301
H 2.938 -3.013 7.733

Total charge ... +1

no.,gap between HOMO and LUMO (eV),E_HOMO (eV),E (hartree)
1,9.15,-9.1,-3597.257565
2,8.18,-10.9,-5442.597520